DFT (wB97M-V/def2-TZVPD) results for C34H39CrN5O2P2S2 as an isolated structure.

Element x y z (Å)
Cr (-0.05879, -2.22561, 0.23513)
C (-1.06000, 2.98367, 3.30970)
C (-1.55027, 1.98408, 2.56392)
C (-1.08167, 1.71345, 1.14571)
C (0.14934, 0.81893, 0.95698)
C (1.39694, 1.29884, 1.64354)
C (1.66310, 2.50688, 2.17055)
C (0.95086, 3.74242, 1.85368)
C (-0.19154, 4.10633, 2.83573)
C (1.56289, -3.00461, 1.40770)
H (-1.34369, 3.04748, 4.35785)
H (-2.44586, 1.39771, 2.88971)
H (-0.96708, 2.68905, 0.64606)
H (-1.93614, 1.21105, 0.65582)
H (-0.09981, -0.17137, 1.43816)
H (0.34741, 0.48893, -0.08540)
H (2.22559, 0.57174, 1.66614)
H (2.56031, 2.65641, 2.77372)
H (0.63994, 3.72691, 0.80275)
H (1.68346, 4.55623, 1.98754)
H (0.27776, 4.53880, 3.73208)
H (-0.86645, 4.90013, 2.45315)
H (1.69603, -2.46576, 2.36744)
H (2.55000, -3.16185, 0.90824)
H (1.20338, -4.01753, 1.70865)
P (1.58060, -1.30491, -1.67428)
P (-2.17605, -0.46720, -1.54968)
N (2.90225, -0.02036, -2.26662)
N (2.09802, -2.41625, -2.96817)
N (-2.05864, 1.14610, -2.41271)
N (-3.64428, -0.88927, -2.58807)
C (0.31802, -0.44323, -2.61736)
C (-0.98262, -1.25774, -2.64993)
C (4.12463, 0.05940, -1.61133)
C (5.00839, 0.82727, -2.37796)
C (4.30907, 1.20940, -3.55936)
C (3.02702, 0.66743, -3.47594)
C (2.53398, -3.70221, -2.66389)
C (2.87982, -4.33901, -3.84936)
C (2.64488, -3.42137, -4.91910)
C (2.18168, -2.23617, -4.35929)
C (-2.33667, 2.36287, -1.77154)
C (-2.13705, 3.41628, -2.67429)
C (-1.55875, 2.84710, -3.85039)
C (-1.62994, 1.46636, -3.70570)
C (-4.34045, -0.26809, -3.62773)
C (-5.12614, -1.21491, -4.28826)
C (-4.90037, -2.45928, -3.63021)
C (-4.01784, -2.22792, -2.60793)
H (0.60627, -0.16573, -3.64378)
H (0.19188, 0.51283, -2.08019)
H (-1.35923, -1.32539, -3.68402)
H (-0.84747, -2.30813, -2.32249)
H (4.26068, -0.44011, -0.65301)
H (6.03175, 1.07461, -2.14679)
H (4.69454, 1.79954, -4.38259)
H (2.21421, 0.71113, -4.18877)
H (2.57036, -4.01553, -1.63548)
H (3.26530, -5.33118, -3.93564)
H (2.81364, -3.59735, -5.96697)
H (1.93454, -1.28345, -4.82073)
H (-2.73178, 2.43969, -0.77351)
H (-2.44761, 4.45192, -2.54978)
H (-1.17066, 3.38612, -4.70480)
H (-1.48075, 0.69427, -4.43766)
H (-4.27712, 0.80061, -3.79948)
H (-5.77793, -1.06164, -5.13623)
H (-5.34159, -3.42256, -3.87517)
H (-3.60320, -2.88582, -1.83993)
O (0.83431, 1.88994, 4.71231)
S (1.14183, 0.49414, 4.49944)
O (2.54391, 0.14073, 4.39133)
N (0.33277, -0.26047, 3.35884)
C (-0.38827, -1.34757, 3.67541)
S (-1.13436, -2.27576, 2.45031)
C (-0.50756, -1.43997, 5.16131)
C (-1.45957, -2.04419, 6.02529)
C (-1.58734, -1.61024, 7.35233)
C (-0.86311, -0.50762, 7.81676)
C (0.06656, 0.14482, 6.98795)
C (0.27348, -0.42109, 5.73467)
H (-2.11631, -2.80374, 5.58112)
H (-2.24653, -2.16655, 8.03882)
H (-1.04164, -0.10227, 8.80480)
H (0.60074, 1.04947, 7.26082)

Computed properties:
Largest force on an atom   6.01 eV/Å
Spin multiplicity   5
Frontier orbital gap (spin up / spin down)   6.7 / 6.8 eV
Molar mass   727.8 u
Calculated total energy   -4266.52631 hartree
HOMO level (spin up / spin down)   -0.3020 / -0.3019 Eh